168
Properties=species:S:1:pos:R:3 method="wB97M-V/def2-TZVPD" energy_ev=-105841.8503 homo_lumo_gap_ev=8.20 lumo_energy_ev=-0.4
C -2.25426 -3.98916 3.23314
C -2.03456 -2.61334 3.86251
C -0.72521 -2.52869 4.66636
C -0.61413 -1.22636 5.47209
C -0.42330 0.03581 4.62013
C -1.74513 0.65842 4.09648
C -1.60144 1.07754 2.61313
C -2.84739 0.80785 1.72893
C -2.62959 -0.42985 0.83158
C -2.56830 -0.09199 -0.65512
C -2.25660 -1.34903 -1.47228
C -0.86385 -1.90188 -1.10911
C -0.91381 -3.09722 -0.13431
C -0.60981 -4.43195 -0.84641
C 0.89090 -4.67086 -0.70982
C 1.46585 -5.89291 -1.42980
C 1.63776 -5.72641 -2.94428
C 2.93344 -5.00224 -3.33414
C 3.09047 -3.67707 -2.62689
C 2.60857 -2.49301 -3.08706
N 1.89694 -2.33641 -4.35948
C 0.80665 -2.85716 -4.44528
S -0.63608 -3.29634 -4.87955
C 2.78424 -1.26798 -2.37215
C 3.44606 -1.18886 -1.18542
C 3.63722 0.10020 -0.43775
C 2.57050 0.27902 0.66410
C 3.13148 1.26426 1.68659
F 2.23296 -0.93237 1.23391
C 3.99412 -2.39769 -0.65406
N 4.70295 -2.54651 0.46029
S 5.06267 -4.11178 0.55603
N 4.36728 -4.65790 -0.78038
C 3.80295 -3.60899 -1.38541
H -2.73188 -4.69211 3.91427
H -2.90721 -3.87103 2.36560
H -1.31926 -4.40214 2.85353
H -2.88885 -2.30572 4.46681
H -1.94706 -1.89489 3.04645
H 0.08319 -2.53673 3.93200
H -0.70985 -3.39679 5.32811
H -1.48540 -1.13534 6.12383
H 0.26808 -1.32802 6.11191
H 0.28258 -0.16415 3.81181
H 0.05398 0.77657 5.26366
H -2.59054 0.00011 4.28032
H -1.90959 1.57261 4.66589
H -1.44177 2.15852 2.60793
H -0.70985 0.62942 2.17361
H -3.70025 0.63855 2.37850
H -2.99146 1.69039 1.10509
H -1.68257 -0.87729 1.13542
H -3.39080 -1.19739 0.99850
H -3.52059 0.31738 -0.99161
H -1.79592 0.67083 -0.79649
H -3.02633 -2.11555 -1.35823
H -2.26934 -1.05835 -2.52808
H -0.29954 -1.06045 -0.69990
H -0.31434 -2.22613 -1.99671
H -1.85948 -3.11399 0.40302
H -0.12671 -2.95899 0.61165
H -0.93572 -4.38547 -1.88916
H -1.18411 -5.23485 -0.37776
H 1.38596 -3.74019 -0.98879
H 1.06677 -4.80843 0.36092
H 0.76016 -6.71648 -1.27639
H 2.38294 -6.21747 -0.94188
H 1.68385 -6.73020 -3.37417
H 0.74140 -5.27296 -3.36396
H 3.77406 -5.63076 -3.04361
H 3.03389 -4.83313 -4.40381
H 2.37810 -0.33833 -2.75183
H 3.62070 0.95174 -1.11179
H 4.61263 0.05542 0.04913
H 1.70544 0.76197 0.20650
H 3.35799 2.17385 1.13233
H 2.44562 1.44750 2.50907
H 4.08699 0.86435 2.03061
C -6.84465 -0.14350 3.21477
O -5.86405 -0.40146 2.21904
H -6.66619 0.85506 3.60750
H -7.85125 -0.18434 2.78972
H -6.76877 -0.86598 4.03215
H -6.02021 -1.28500 1.87369
C 5.08415 1.56001 -4.59790
O 4.59758 1.21255 -3.29918
H 5.22464 2.63393 -4.63509
H 6.04050 1.06646 -4.79032
H 4.36178 1.27001 -5.36507
H 4.47713 0.25808 -3.28106
C 3.83117 4.17549 -7.46053
O 4.94870 4.06825 -6.58561
H 3.01492 3.59397 -7.03887
H 3.52050 5.21947 -7.55280
H 4.08650 3.77873 -8.44626
H 5.66401 4.58420 -6.96889
C -3.30358 3.45933 7.19317
O -1.97586 2.93569 7.21485
H -3.91740 2.79558 6.58808
H -3.70664 3.50549 8.20486
H -3.31120 4.45931 6.75009
H -1.44496 3.53373 7.75170
C 1.48647 4.41317 6.96240
O 1.10710 4.28243 8.33696
H 1.76112 5.44852 6.77585
H 2.33747 3.76661 6.75084
H 0.64924 4.14047 6.31372
H 0.87280 3.36059 8.47666
C 4.05098 -6.12140 -7.46213
O 3.58671 -6.41958 -6.14757
H 4.25569 -5.05498 -7.50908
H 4.97111 -6.66919 -7.68090
H 3.29283 -6.37236 -8.20803
H 3.41069 -7.36358 -6.11281
C -3.20928 -0.28221 -5.99052
O -2.09287 -0.61285 -6.80344
H -3.61540 0.66050 -6.35288
H -3.98465 -1.05063 -6.05726
H -2.90835 -0.16540 -4.94519
H -1.74014 -1.44535 -6.47583
C 3.00795 0.79525 5.45967
O 3.42011 2.15976 5.38998
H 2.35718 0.67667 6.32260
H 2.45838 0.52382 4.55672
H 3.87545 0.14000 5.57331
H 3.99147 2.24993 4.62262
C -2.22257 5.56544 10.04290
O -3.54010 5.00700 10.11240
H -1.92365 5.60069 8.99798
H -2.21799 6.57542 10.44660
H -1.51525 4.94332 10.59713
H -3.79469 4.98227 11.03813
C 1.42094 -3.52445 -8.49579
O 0.30222 -4.39568 -8.37665
H 1.76841 -3.56646 -9.52565
H 1.13884 -2.49451 -8.25894
H 2.22904 -3.83972 -7.83279
H 0.01124 -4.34800 -7.46224
C -5.45265 1.31117 -4.05165
O -4.27751 1.12310 -3.26982
H -6.29086 0.90192 -3.49366
H -5.63235 2.37361 -4.23500
H -5.37255 0.78782 -5.00830
H -3.53730 1.48580 -3.76387
C -6.25490 -3.21913 -0.59722
O -6.69311 -3.37637 0.75225
H -6.00727 -2.17081 -0.74741
H -5.36609 -3.82560 -0.78859
H -7.04565 -3.50260 -1.29588
H -6.90939 -4.30254 0.88530
C 5.12861 5.30886 -11.19233
O 6.23466 5.19556 -10.29924
H 4.30896 4.72680 -10.77971
H 4.81850 6.35281 -11.28287
H 5.38636 4.91422 -12.17795
H 6.95983 5.70950 -10.66329
C 0.70468 4.07822 0.17100
O 0.32848 2.80685 0.69358
H 1.67302 4.33823 0.59139
H 0.78720 4.04210 -0.91858
H -0.02289 4.84353 0.45241
H -0.52806 2.58634 0.31593
C -1.66172 9.82905 8.77040
O -2.13778 8.73492 9.54841
H -0.61797 9.98916 9.02694
H -1.73600 9.60723 7.70277
H -2.22629 10.73862 8.99132
H -3.06079 8.59598 9.31800